[1]
C24H19AuCl2NPS | ωB97M-V/def2-TZVPD

XYZ file:
```
49
Properties=species:S:1:pos:R:3:nbo_charge:R:1
Au -0.1700 1.7005 0.7924 0.678
Cl -2.3876 3.0315 -0.2295 0.107
C -3.6095 2.4756 0.8514 0.012
C -4.9214 2.5102 0.4293 -0.238
C -5.9407 2.0733 1.2769 -0.053
C -5.6522 1.6227 2.5507 -0.231
C -4.3393 1.6092 2.9987 0.021
Cl -3.9720 1.0438 4.5617 0.136
C -3.2739 2.0316 2.1504 -0.309
S -1.6873 1.9838 2.7937 0.218
H -5.1651 2.8829 -0.5548 0.261
H -6.9620 2.0889 0.9277 0.258
H -6.4403 1.2778 3.2022 0.266
N 2.3721 1.8029 1.1182 -0.869
C 2.7500 0.4904 1.4863 0.237
C 3.6813 0.2259 2.4812 -0.251
C 3.9623 -1.0869 2.8387 -0.128
C 3.3099 -2.1444 2.2261 -0.204
C 2.3619 -1.8988 1.2479 -0.138
C 2.0941 -0.5855 0.8654 -0.485
P 0.8112 -0.1579 -0.3185 1.138
C 1.5242 0.5053 -1.8298 -0.458
C 2.8926 0.4261 -2.0962 -0.205
C 3.3716 0.9179 -3.2975 -0.175
C 2.5096 1.5282 -4.1974 -0.143
C 1.1507 1.6240 -3.9193 -0.211
C 0.6513 1.1097 -2.7395 -0.128
C -0.1356 -1.6373 -0.6997 -0.337
C 0.0266 -2.3002 -1.9184 -0.204
C -0.5855 -3.5258 -2.1004 -0.181
C -1.3815 -4.0680 -1.0982 -0.142
C -1.5677 -3.3905 0.1015 -0.198
C -0.9512 -2.1723 0.3043 -0.206
H 2.7378 2.4992 1.7623 0.416
H 2.6656 2.0496 0.1741 0.408
H 4.1918 1.0400 2.9737 0.236
H 4.6897 -1.2780 3.6111 0.246
H 3.5267 -3.1597 2.5199 0.247
H 1.8193 -2.7151 0.7948 0.239
H 3.5583 -0.0459 -1.3877 0.237
H 4.4202 0.8192 -3.5324 0.245
H 2.8975 1.9339 -5.1182 0.246
H 0.4938 2.1040 -4.6248 0.242
H -0.4058 1.1632 -2.5087 0.214
H 0.6476 -1.8755 -2.6963 0.236
H -0.4327 -4.0644 -3.0245 0.244
H -1.8622 -5.0202 -1.2548 0.243
H -2.1909 -3.8153 0.8748 0.241
H -1.0831 -1.6296 1.2311 0.223
```

Properties
F_max (eV Å⁻¹): 2.0
LUMO energy (alpha / beta) (eV): -9.995 / -9.996
Charge: +2
E (Eh): -2775.7424
M (g/mol): 652.3
HOMO-LUMO gap (alpha / beta) (eV): 4.13 / 4.13

[2]
C24H19AuClIN5O5 | ωB97M-V/def2-TZVPD

XYZ file:
```
56
Properties=species:S:1:pos:R:3:nbo_charge:R:1
Au 0.6709 -0.9002 -1.1687 1.500
O 3.3297 -3.7009 -2.3982 -0.488
C 2.7306 -2.7154 -2.0755 0.631
N 1.3510 -2.5523 -2.0348 -0.687
C 0.4203 -3.5152 -2.4137 0.637
O 0.6477 -4.5935 -2.8782 -0.481
C -0.9769 -3.0331 -2.1461 0.118
C -2.0612 -3.8497 -2.3710 -0.182
C -3.3282 -3.3703 -2.0698 -0.109
C -3.4669 -2.0839 -1.5691 -0.220
C -2.3386 -1.3091 -1.3831 0.088
N -1.1260 -1.7896 -1.6661 -0.459
C 3.4388 -1.4818 -1.5839 0.114
C 4.8130 -1.4125 -1.5611 -0.183
C 5.4119 -0.2812 -1.0231 -0.111
C 4.6159 0.7382 -0.5202 -0.218
C 3.2409 0.6130 -0.5854 0.081
N 2.6853 -0.4756 -1.1173 -0.456
H -1.8814 -4.8397 -2.7672 0.270
H -4.1983 -3.9925 -2.2297 0.247
H -4.4364 -1.6772 -1.3211 0.252
H -2.3898 -0.2894 -1.0264 0.238
H 5.3738 -2.2506 -1.9519 0.271
H 6.4900 -0.1999 -0.9901 0.248
H 5.0484 1.6225 -0.0752 0.253
H 2.5657 1.3719 -0.2121 0.248
I -0.1719 -2.4376 5.1832 0.228
C 0.5617 -2.6172 3.2661 -0.307
C 1.4444 -3.5553 2.7917 -0.047
N 1.6309 -3.2781 1.4855 -0.325
N 0.9158 -2.2149 1.0807 -0.367
C 0.2623 -1.8042 2.1607 -0.055
H 1.9373 -4.3758 3.2855 0.245
H 2.2043 -3.7838 0.8310 0.419
H -0.3858 -0.9419 2.1139 0.231
C -2.8970 2.5732 -0.0881 -0.622
C -2.4372 3.4496 1.0561 -0.110
C -3.4134 4.0013 1.8874 -0.153
C -3.0950 4.6662 3.0516 -0.071
Cl -4.3497 5.3459 4.0352 0.017
C -1.7734 4.7586 3.4520 -0.210
C -0.7914 4.2562 2.6222 -0.232
C -1.1035 3.6604 1.4065 0.292
O 0.0100 3.3340 0.6607 -0.501
C -0.0349 3.1683 -0.7314 -0.173
C -0.1530 1.7316 -1.2072 0.750
O -0.5114 1.4799 -2.3367 -0.629
O 0.1973 0.8299 -0.3103 -0.753
H -3.9240 2.2580 0.0896 0.228
H -2.2822 1.6767 -0.1614 0.193
H -2.8728 3.0700 -1.0591 0.227
H -4.4562 3.8878 1.6162 0.217
H -1.5198 5.2262 4.3932 0.236
H 0.2559 4.3422 2.8824 0.230
H 0.9363 3.5084 -1.1004 0.218
H -0.8136 3.7526 -1.2181 0.221
```

Properties
F_max (eV Å⁻¹): 1.8
LUMO energy (eV): -4.363
Charge: +1
Relative energy (zero: lowest compared OMol25 entry of this formula, charge and spin) (kcal/mol): 11.2
E (Eh): -2469.3052
M (g/mol): 816.8
HOMO-LUMO gap (eV): 6.13

[3]
C24H19Cl5MnN2O2 | ωB97M-V/def2-TZVPD

XYZ file:
```
53
Properties=species:S:1:pos:R:3:mulliken_spin:R:1
Mn -0.5261 0.3533 -0.4559 4.594
Cl -1.4375 -2.5327 -0.9749 0.015
C 0.0950 -2.1986 -1.7319 -0.065
C 0.5772 -0.9055 -1.6347 -0.050
C 1.7987 -0.6385 -2.2218 -0.054
Cl 2.4527 0.9653 -2.0494 0.004
C 2.5364 -1.6157 -2.8815 -0.015
Cl 4.0681 -1.2538 -3.5681 -0.001
C 2.0321 -2.9166 -2.9398 0.021
Cl 2.9488 -4.1576 -3.6878 0.003
C 0.7978 -3.2192 -2.3608 -0.014
Cl 0.1863 -4.8204 -2.4000 -0.001
O -0.3945 2.5957 -1.0440 0.041
C -1.4011 2.3259 -1.7428 -0.059
O -1.9890 1.2210 -1.7034 0.028
C -1.9344 3.4064 -2.6662 0.003
N -0.8968 4.5065 -2.7070 0.005
C -1.5938 5.8408 -2.5105 0.000
C -3.0679 5.5161 -2.7092 0.000
C -3.1967 4.1004 -2.1543 0.001
H -2.0675 3.0149 -3.6727 0.001
H -0.3658 4.4788 -3.5744 0.000
H -0.2416 4.2768 -1.9404 0.003
H -1.1833 6.5585 -3.2148 0.000
H -1.3738 6.1682 -1.4973 0.000
H -3.3271 5.5434 -3.7687 0.000
H -3.7020 6.2322 -2.1914 0.000
H -4.0882 3.5779 -2.4905 0.001
H -3.2007 4.1101 -1.0624 0.000
N -0.2116 -0.2375 1.2588 -0.567
C 0.2696 -1.1320 2.0170 0.131
C -0.1978 -1.2498 3.4178 -0.106
C 0.6363 -1.8086 4.3845 0.009
C 0.2074 -1.8939 5.6995 -0.010
C -1.0549 -1.4362 6.0481 0.015
C -1.8913 -0.8842 5.0853 -0.005
C -1.4641 -0.7846 3.7738 0.015
C 1.3019 -2.0763 1.5076 0.003
C 2.4418 -1.5966 0.8721 0.034
C 3.3684 -2.4887 0.3550 0.001
C 3.1445 -3.8556 0.4516 0.005
C 2.0040 -4.3338 1.0830 -0.005
C 1.0877 -3.4472 1.6265 0.010
H 1.6203 -2.1643 4.1097 0.001
H 0.8577 -2.3203 6.4511 0.000
H -1.3913 -1.5125 7.0736 0.001
H -2.8785 -0.5372 5.3594 0.000
H -2.1107 -0.3645 3.0151 0.005
H 2.6059 -0.5291 0.7863 0.004
H 4.2618 -2.1160 -0.1300 0.001
H 3.8610 -4.5506 0.0331 0.000
H 1.8271 -5.3986 1.1534 0.000
H 0.1995 -3.8156 2.1243 -0.001
```

Properties
F_max (eV Å⁻¹): 0.3
LUMO energy (alpha / beta) (eV): -3.755 / -2.842
Charge: +1
Relative energy (zero: lowest compared OMol25 entry of this formula, charge and spin) (kcal/mol): 0.0
E (Eh): -4637.7398
Multiplicity: 5
M (g/mol): 599.6
HOMO-LUMO gap (alpha / beta) (eV): 7.32 / 8.27

[4]
C24H19F6N5O6PPdS5 | ωB97M-V/def2-TZVPD

XYZ file:
```
67
Properties=species:S:1:pos:R:3:nbo_charge:R:1
Pd -0.0503 -1.0490 -1.8227 1.020
N -0.8251 6.6352 1.5574 -0.784
C -0.6051 5.5224 0.7818 0.207
C -1.4654 4.4185 0.8636 -0.264
C -1.2117 3.2798 0.1308 -0.168
C -0.0811 3.2169 -0.6770 -0.332
C 0.7740 4.3075 -0.7859 -0.161
C 0.5107 5.4509 -0.0618 -0.267
S 0.1754 1.8047 -1.6566 2.274
O -0.6265 1.8191 -2.8458 -0.905
O -0.2321 0.6383 -0.7455 -0.975
N 1.7176 1.7703 -1.8654 -0.907
C 2.3082 0.7297 -2.4662 0.581
N 3.5825 0.9183 -2.8590 -0.436
C 4.1979 -0.0469 -3.4987 0.137
C 3.5987 -1.2756 -3.7969 -0.326
C 2.3351 -1.4535 -3.3181 0.082
N 1.6906 -0.4796 -2.6366 -0.529
H -1.7527 6.7701 1.9230 0.393
H -0.3640 7.4874 1.2856 0.395
H -2.3388 4.4674 1.5022 0.221
H -1.8950 2.4417 0.1755 0.228
H 1.6429 4.2480 -1.4267 0.256
H 1.1754 6.3023 -0.1421 0.224
H 5.2218 0.1549 -3.7946 0.215
H 4.1055 -2.0520 -4.3475 0.249
H 1.7970 -2.3822 -3.4509 0.244
S 2.3838 -1.7315 2.5906 -0.034
P 0.8575 -0.5554 1.9046 1.278
S 2.2121 -1.1589 0.5187 -0.043
C 0.8909 1.1387 2.4003 -0.388
C 0.0761 1.5283 3.4677 -0.186
C 0.1521 2.8298 3.9296 -0.208
C 1.0342 3.7251 3.3369 -0.150
C 1.8461 3.3279 2.2833 -0.189
C 1.7782 2.0318 1.8026 -0.181
C -0.7452 -1.2985 1.9175 -0.506
C -1.8677 -0.4915 1.7205 -0.153
C -3.1202 -1.0787 1.6994 -0.193
C -3.2463 -2.4519 1.8607 -0.140
C -2.1252 -3.2526 2.0406 -0.212
C -0.8674 -2.6801 2.0739 -0.095
H -0.6028 0.8251 3.9337 0.232
H -0.4726 3.1443 4.7543 0.235
H 1.0848 4.7443 3.6972 0.236
H 2.5264 4.0318 1.8251 0.237
H 2.3926 1.7246 0.9654 0.249
H -1.7571 0.5741 1.5745 0.232
H -3.9983 -0.4660 1.5478 0.233
H -4.2286 -2.9051 1.8401 0.235
H -2.2305 -4.3231 2.1516 0.244
H 0.0096 -3.2956 2.2213 0.232
F -2.5413 -4.4629 -3.9220 -0.283
C -2.7547 -3.3896 -3.1860 0.755
F -3.9326 -3.4668 -2.5893 -0.288
F -2.6951 -2.2990 -3.9339 -0.290
S -1.4452 -3.2911 -1.8870 2.227
O -0.1881 -2.9848 -2.6246 -0.926
O -1.7745 -2.0740 -1.1098 -0.921
N -1.5331 -4.5489 -1.0562 -1.201
S -0.6677 -5.9111 -1.2755 2.256
O -1.4326 -7.0025 -0.7922 -0.869
O -0.0094 -5.9291 -2.5377 -0.893
C 0.6560 -5.6161 -0.0228 0.721
F 0.1432 -5.6039 1.2074 -0.312
F 1.5641 -6.5711 -0.1078 -0.289
F 1.2430 -4.4307 -0.2426 -0.326
```

Properties
F_max (eV Å⁻¹): 0.1
LUMO energy (eV): -4.122
Charge: +1
Relative energy (zero: lowest compared OMol25 entry of this formula, charge and spin) (kcal/mol): 0.0
E (Eh): -4710.3199
M (g/mol): 885.2
HOMO-LUMO gap (eV): 6.94

[5]
C24H20B2Cl3F4N10O2W | ωB97M-V/def2-TZVPD

XYZ file:
```
66
Properties=species:S:1:pos:R:3:lowdin_charge:R:1
W 0.0012 -0.1014 0.6844 1.769
C 0.3318 -2.9440 -2.5851 -0.020
C 0.6427 -1.6960 -2.0652 -0.101
N 0.5271 -1.7133 -0.7274 -0.095
N 0.1365 -2.9599 -0.3823 -0.010
C 0.0186 -3.7168 -1.4781 -0.032
B 0.0496 -3.3578 1.1092 -0.494
N -1.0910 -2.6215 1.8460 -0.029
C -2.2513 -3.1070 2.2982 -0.047
C -2.8730 -2.1327 3.0577 -0.017
C -2.0002 -1.0531 3.0303 -0.096
N -0.9204 -1.3492 2.2911 -0.079
N 1.3181 -2.8148 1.7689 -0.010
C 2.1553 -3.4123 2.6247 -0.030
C 3.0219 -2.4617 3.1258 -0.020
C 2.6361 -1.2718 2.5194 -0.148
N 1.5948 -1.4861 1.6966 -0.070
H 0.3307 -3.2420 -3.6126 0.104
H 0.9577 -0.8037 -2.5799 0.113
H -0.2735 -4.7459 -1.4251 0.131
H -0.0716 -4.5227 1.2119 0.125
H -2.5706 -4.0997 2.0559 0.132
H -3.8194 -2.1917 3.5532 0.105
H -2.1038 -0.0942 3.5094 0.121
H 2.0981 -4.4622 2.8216 0.132
H 3.8144 -2.6080 3.8301 0.105
H 3.0782 -0.2932 2.6263 0.006
O -4.5917 1.9186 -1.0922 0.096
C -4.8967 0.6403 -0.8943 -0.249
C -6.2471 0.2698 -0.8578 0.007
C -6.6124 -1.0443 -0.6677 -0.055
C -5.6462 -2.0352 -0.4946 -0.077
C -4.3175 -1.6905 -0.4965 -0.019
C -3.9197 -0.3592 -0.6971 -0.068
C -2.5039 -0.0611 -0.6262 -0.347
O -1.6951 -0.9236 -0.0501 -0.187
N -1.9743 1.0279 -1.1399 0.101
N -0.6357 1.0639 -0.8874 -0.137
C 0.1312 1.9716 -1.4833 -0.028
C 1.4992 1.8405 -1.1703 -0.238
C 2.5165 2.7111 -1.6112 0.002
C 3.8298 2.3920 -1.3829 -0.035
C 4.1229 1.1746 -0.7519 -0.075
C 3.0941 0.4033 -0.2718 -0.147
N 1.7838 0.7157 -0.4074 -0.019
H -3.6278 2.0576 -1.0547 0.076
H -6.9895 1.0411 -0.9895 0.123
H -7.6563 -1.3152 -0.6665 0.111
H -5.9383 -3.0649 -0.3625 0.104
H -3.5456 -2.4365 -0.3642 0.111
H -0.2820 2.7285 -2.1336 0.151
H 2.2386 3.6172 -2.1255 0.127
H 4.6261 3.0466 -1.6951 0.122
H 5.1410 0.8541 -0.6113 0.115
H 3.3109 -0.5226 0.2441 0.103
Cl 2.6783 4.3405 1.8550 0.745
C 2.3925 3.0059 2.9104 -1.243
Cl 4.3251 1.7015 2.3930 0.319
Cl 2.5319 3.3042 4.5944 0.771
C 1.5264 2.0658 2.4742 -0.285
N 0.9618 1.1341 1.9967 0.088
F -2.7198 3.2036 0.8766 0.288
B -1.5969 3.0326 1.5218 -1.062
F -1.4987 1.0618 1.5062 -0.305
F -1.5233 3.1893 2.8167 0.278
F -0.4584 3.1062 0.8225 0.189
```

Properties
F_max (eV Å⁻¹): 7.7
LUMO energy (eV): -6.018
Charge: +1
Relative energy (zero: lowest compared OMol25 entry of this formula, charge and spin) (kcal/mol): 76.9
E (Eh): -3521.5172
M (g/mol): 868.3
HOMO-LUMO gap (eV): 4.58